No. 1
{
  "formula": "C24H30O12S3",
  "method": "ωB97M-V/def2-TZVPD",
  "elements": ["C", "C", "O", "S", "O", "O", "O", "H", "H", "H", "H", "C", "C", "O", "S", "O", "O", "O", "H", "H", "H", "H", "C", "C", "O", "S", "O", "O", "O", "H", "H", "H", "H", "C", "C", "C", "C", "C", "C", "H", "H", "H", "H", "H", "H", "C", "C", "C", "C", "C", "C", "H", "H", "H", "H", "H", "H", "C", "C", "C", "C", "C", "C", "H", "H", "H", "H", "H", "H"],
  "positions_angstrom": [[2.4691, 0.1829, 1.7128], [1.9602, -0.7439, 2.8442], [3.1276, -1.2820, 3.2202], [3.9817, -1.7664, 1.8715], [3.2064, -2.8430, 1.1952], [5.4044, -1.9358, 2.1748], [3.5572, -0.3692, 1.0972], [2.9206, 1.0888, 2.1173], [1.6980, 0.4186, 0.9793], [1.1784, -1.4607, 2.5932], [1.5058, -0.1161, 3.6107], [1.0559, -2.6012, -2.9896], [-0.4881, -2.1975, -3.5258], [-0.3122, -1.1202, -4.3829], [1.2794, -0.5034, -4.3262], [1.3324, 0.9548, -4.1712], [2.0640, -1.0719, -5.4880], [1.5509, -1.3577, -2.9342], [1.3668, -3.2718, -3.7907], [0.9999, -3.0978, -2.0210], [-1.0176, -1.7929, -2.6632], [-1.0218, -3.0819, -3.8737], [-2.0819, 0.7413, 5.6835], [-1.8900, 1.5756, 4.4760], [-0.8474, 0.9880, 3.7233], [-0.5578, -0.6208, 4.2232], [0.7771, -0.6581, 4.8154], [-0.9473, -1.4977, 3.1204], [-1.7185, -0.5790, 5.4207], [-3.1253, 0.5955, 5.9630], [-1.4272, 0.8421, 6.5491], [-1.4169, 2.5127, 4.7697], [-2.6766, 1.6021, 3.7219], [1.3290, 4.0811, -1.7732], [0.2837, 4.4405, -0.9321], [-0.7508, 3.5209, -0.7566], [-0.9530, 2.3987, -1.5728], [0.0288, 2.0965, -2.5165], [1.2320, 2.8659, -2.4749], [2.1685, 4.7339, -1.9615], [0.4218, 5.3325, -0.3390], [-1.5792, 3.7203, -0.0929], [-1.8760, 1.9120, -1.2943], [0.0529, 1.2278, -3.1578], [2.1479, 2.5452, -2.9491], [0.0944, -1.2189, 1.4640], [-0.1352, 0.1067, 1.3704], [-0.0262, 0.7683, 0.2124], [0.3272, 0.0939, -0.9658], [0.6202, -1.2862, -0.9356], [0.5079, -1.9178, 0.2800], [0.1031, -1.8131, 2.3658], [-0.4085, 0.6512, 2.2621], [-0.3845, 1.7871, 0.2109], [0.2965, 0.6654, -1.8817], [0.8250, -1.9169, -1.7881], [0.7741, -2.9644, 0.2919], [-2.3163, -2.1119, -2.1283], [-2.3427, -0.9280, -2.8715], [-2.2885, 0.3520, -2.3704], [-2.1427, 0.4754, -1.0412], [-2.2070, -0.6397, -0.2054], [-2.2167, -1.9187, -0.7806], [-2.5649, -3.0932, -2.5045], [-2.4450, -0.9952, -3.9446], [-2.3011, 1.2028, -3.0357], [-2.0912, 1.4555, -0.5904], [-1.9857, -0.3890, 0.8216], [-2.1050, -2.7740, -0.1307]],
  "homo_energy_ev": -7.54,
  "total_energy_ev": -82421.7042,
  "e_above_lowest_ev": 22.732,
  "fmax_ha_per_bohr": 0.1926
}

=====

No. 2
{
  "formula": "C52H69BrN10O11PbS",
  "method": "ωB97M-V/def2-TZVPD",
  "elements": ["Pb", "O", "C", "O", "C", "C", "C", "C", "C", "O", "C", "C", "O", "O", "H", "H", "H", "H", "H", "H", "H", "H", "C", "N", "C", "C", "N", "C", "C", "C", "C", "C", "C", "N", "C", "N", "C", "C", "N", "C", "C", "N", "C", "C", "H", "H", "H", "H", "H", "H", "H", "H", "H", "H", "H", "H", "H", "H", "H", "H", "H", "H", "H", "H", "H", "H", "H", "H", "H", "H", "H", "H", "C", "C", "N", "C", "C", "C", "S", "N", "C", "O", "C", "C", "C", "C", "C", "C", "H", "H", "H", "H", "H", "H", "H", "H", "H", "H", "H", "H", "H", "H", "H", "O", "C", "N", "C", "O", "C", "C", "C", "C", "N", "C", "H", "H", "H", "H", "H", "H", "H", "H", "C", "C", "O", "H", "H", "H", "H", "H", "H", "Br", "C", "C", "C", "C", "C", "C", "C", "O", "O", "H", "H", "H", "H"],
  "positions_angstrom": [[1.5887, 0.7451, 0.9484], [5.6820, -0.1462, 1.8833], [4.7773, 0.1387, 1.1038], [3.8305, 0.9760, 1.3390], [4.8347, -0.5145, -0.2884], [4.1537, 0.2736, -1.4226], [4.8069, -0.0894, -2.7599], [4.3224, -1.5547, -2.9251], [3.3630, -1.6927, -1.7263], [2.8697, -0.3598, -1.5651], [4.1535, -1.9128, -0.4308], [3.1749, -2.3906, 0.6538], [3.1763, -3.6111, 0.8741], [2.3968, -1.5360, 1.1824], [5.8993, -0.6263, -0.4976], [4.0206, 1.3317, -1.2159], [5.8929, 0.0112, -2.7390], [4.4119, 0.5496, -3.5533], [5.1350, -2.2802, -2.8663], [3.8002, -1.7104, -3.8696], [2.5319, -2.3824, -1.8699], [4.8871, -2.7075, -0.5519], [-5.0600, -1.7055, -1.0438], [-5.0076, -0.4021, -0.4160], [-5.9036, 0.5733, -1.0067], [-3.7485, 0.0657, 0.0290], [-2.6109, -0.3261, -0.3907], [-2.3850, -0.9118, -1.6260], [-2.6604, -0.2557, -2.8252], [-2.3308, -0.8196, -4.0529], [-1.6691, -2.0406, -4.0838], [-1.3735, -2.6953, -2.8911], [-1.7731, -2.1799, -1.6565], [-1.5677, -2.7709, -0.4201], [-1.5111, -4.0269, -0.1738], [-0.9558, -4.4301, 1.0074], [-1.1542, -5.7342, 1.5910], [0.0116, -3.5845, 1.7082], [-2.0417, -5.0764, -0.9486], [-3.2117, -4.8695, -1.7676], [-1.1318, -6.0952, -1.4287], [-3.8263, 0.9841, 1.0384], [-4.8700, 0.9538, 2.0477], [-2.6219, 1.6674, 1.4765], [-4.8841, -1.6757, -2.1263], [-6.0472, -2.1441, -0.8638], [-4.3051, -2.3480, -0.5898], [-6.9409, 0.2428, -0.8943], [-5.7021, 0.7100, -2.0784], [-5.7895, 1.5331, -0.5071], [-3.1157, 0.7281, -2.7760], [-2.5540, -0.2899, -4.9713], [-1.3735, -2.4811, -5.0273], [-0.8250, -3.6318, -2.9093], [-1.9981, -6.2401, 1.1298], [-1.3556, -5.6145, 2.6588], [-0.2614, -6.3649, 1.4939], [1.0191, -3.9986, 1.6338], [0.0216, -2.5867, 1.2835], [-0.2686, -3.5130, 2.7610], [-3.7862, -4.0271, -1.3857], [-3.8411, -5.7656, -1.7255], [-2.9716, -4.6657, -2.8167], [-0.1777, -6.0203, -0.9112], [-0.9453, -5.9766, -2.5043], [-1.5347, -7.1018, -1.2669], [-5.7213, 0.3726, 1.7076], [-5.1946, 1.9755, 2.2673], [-4.4904, 0.5094, 2.9751], [-2.8102, 2.7403, 1.5346], [-1.8089, 1.4907, 0.7800], [-2.3087, 1.3222, 2.4625], [3.6878, 1.4360, 6.0536], [2.2976, 2.0154, 6.2848], [1.2338, 1.0754, 5.9476], [0.6774, 0.3128, 7.0559], [-0.5221, 1.0082, 7.6887], [0.7488, 0.9239, 4.6804], [1.4547, 1.9203, 3.4738], [-0.2662, 0.0548, 4.6093], [-0.7360, -0.4698, 3.4702], [-0.2635, -0.4500, 2.3319], [-2.0472, -1.2198, 3.6408], [-2.6063, -1.8316, 2.5231], [-3.8094, -2.5162, 2.6281], [-4.4705, -2.5872, 3.8482], [-3.9191, -1.9698, 4.9660], [-2.7113, -1.2920, 4.8623], [4.4527, 2.1145, 6.4396], [3.8622, 1.2869, 4.9882], [3.7935, 0.4728, 6.5596], [2.1682, 2.9239, 5.6998], [2.1649, 2.2735, 7.3397], [1.4767, 0.1831, 7.7903], [0.3880, -0.6712, 6.6968], [-0.2364, 1.9684, 8.1250], [-0.9616, 0.3902, 8.4766], [-1.2775, 1.1893, 6.9235], [-2.0947, -1.7522, 1.5713], [-4.2312, -2.9923, 1.7492], [-5.4104, -3.1218, 3.9303], [-4.4308, -2.0184, 5.9207], [-2.2661, -0.8070, 5.7215], [1.3706, -2.3390, -5.2881], [1.7388, -1.1562, -5.9603], [0.6271, -0.5228, -6.6235], [0.0743, 0.7118, -6.4236], [-0.7427, 1.1537, -7.2175], [0.4980, 1.4991, -5.2284], [0.6804, 2.8707, -5.3546], [1.0372, 3.5988, -4.2368], [1.1906, 2.9345, -3.0229], [1.0028, 1.6224, -2.8880], [0.6503, 0.9350, -3.9655], [0.8460, -2.1085, -4.5092], [2.4725, -1.4689, -6.7028], [2.2043, -0.4316, -5.2938], [0.2233, -1.0117, -7.4080], [0.5379, 3.3412, -6.3198], [1.1951, 4.6683, -4.2908], [1.4746, 3.4566, -2.1142], [0.4688, -0.1245, -3.8035], [-2.7350, 4.0623, -1.1437], [-1.2516, 3.8132, -0.9569], [-0.8860, 4.1337, 0.3661], [-3.0323, 3.8378, -2.1717], [-2.9747, 5.1065, -0.9300], [-3.3197, 3.4323, -0.4709], [-0.6907, 4.4289, -1.6725], [-1.0211, 2.7647, -1.1889], [0.0509, 3.8711, 0.4837], [6.8917, 7.0204, -2.8962], [5.5705, 6.1663, -1.8123], [5.0690, 4.9378, -2.2022], [4.0915, 4.3398, -1.4164], [3.6289, 4.9488, -0.2570], [4.1723, 6.1714, 0.1193], [5.1389, 6.7952, -0.6567], [2.5340, 4.3164, 0.6069], [2.3756, 4.7775, 1.7332], [1.8645, 3.3855, 0.0404], [5.4356, 4.4551, -3.0983], [3.6806, 3.3808, -1.6985], [3.8179, 6.6147, 1.0411], [5.5577, 7.7498, -0.3678]],
  "homo_energy_ev": -3.11,
  "total_energy_ev": -178599.0331,
  "total_charge": -2,
  "fmax_ha_per_bohr": 0.0104
}

=====

No. 3
{
  "formula": "C17H3Cl60I2N3OP",
  "method": "ωB97M-V/def2-TZVPD",
  "elements": ["O", "P", "I", "N", "N", "C", "N", "C", "I", "H", "H", "H", "C", "Cl", "Cl", "Cl", "Cl", "C", "Cl", "Cl", "Cl", "Cl", "C", "Cl", "Cl", "Cl", "Cl", "C", "Cl", "Cl", "Cl", "Cl", "C", "Cl", "Cl", "Cl", "Cl", "C", "Cl", "Cl", "Cl", "Cl", "C", "Cl", "Cl", "Cl", "Cl", "C", "Cl", "Cl", "Cl", "Cl", "C", "Cl", "Cl", "Cl", "Cl", "C", "Cl", "Cl", "Cl", "Cl", "C", "Cl", "Cl", "Cl", "Cl", "C", "Cl", "Cl", "Cl", "Cl", "C", "Cl", "Cl", "Cl", "Cl", "C", "Cl", "Cl", "Cl", "Cl", "C", "Cl", "Cl", "Cl", "Cl"],
  "positions_angstrom": [[1.4063, -0.5854, -0.1652], [0.5422, -1.9246, -0.0960], [0.9940, -2.7760, 2.1300], [-1.1328, -1.2048, 0.1735], [-1.3097, 0.1245, -0.0458], [-2.5358, 0.3731, 0.2722], [-3.1514, -0.7795, 0.6715], [-2.2508, -1.7778, 0.6127], [-2.6684, -3.7101, 1.1413], [1.1961, 0.0701, 0.5243], [-3.0238, 1.3331, 0.2217], [-4.1065, -0.9050, 0.9785], [0.0822, 3.4567, 2.3324], [-0.9790, 2.0959, 1.8662], [1.7607, 2.9025, 2.1799], [-0.1904, 4.7923, 1.2262], [-0.2638, 3.9443, 3.9808], [-4.7788, -7.4766, 0.6047], [-3.6519, -8.6867, 0.0152], [-5.2218, -6.3741, -0.7020], [-6.2196, -8.2528, 1.2464], [-4.0048, -6.5380, 1.9127], [-0.0691, 2.9314, -3.2256], [0.2167, 2.2236, -4.8144], [1.2782, 3.9867, -2.8033], [-1.5747, 3.8585, -3.2462], [-0.1832, 1.6726, -1.9845], [2.9924, 6.8761, 4.4269], [2.8539, 5.3112, 3.6048], [3.6672, 8.0638, 3.3137], [1.3841, 7.3895, 4.9479], [4.0450, 6.7084, 5.8320], [-1.3059, -1.5839, 6.0676], [0.0035, -2.7716, 5.9523], [-1.6081, -0.8733, 4.4654], [-2.7696, -2.3804, 6.6346], [-0.8358, -0.3006, 7.1634], [-3.1722, 6.6365, 6.8693], [-2.7315, 8.3421, 6.8034], [-3.1043, 6.0682, 8.5366], [-4.8045, 6.4198, 6.2342], [-2.0332, 5.7029, 5.8822], [-6.6651, -4.2540, 4.6950], [-6.6064, -5.7705, 3.7993], [-5.9209, -2.9664, 3.7087], [-8.3291, -3.8210, 5.0421], [-5.7607, -4.4256, 6.1977], [3.6461, -0.8215, -3.6158], [3.9598, -1.1919, -5.3052], [5.1709, -0.7016, -2.7386], [2.7793, 0.7189, -3.4921], [2.6539, -2.1131, -2.9109], [3.8111, 0.5250, -9.2518], [2.7967, 1.0884, -7.9205], [5.4300, 0.1859, -8.6344], [3.1214, -0.9459, -9.9422], [3.8948, 1.7725, -10.5023], [-10.7623, -0.9669, 2.6082], [-11.8705, -2.2304, 2.0772], [-9.1045, -1.5925, 2.5752], [-10.8878, 0.4250, 1.5309], [-11.1621, -0.4799, 4.2559], [-1.5852, -12.5146, -0.3860], [-1.4010, -10.8403, -0.9434], [-1.8695, -12.5157, 1.3564], [-2.9568, -13.2534, -1.2104], [-0.1152, -13.4126, -0.7499], [8.1374, -0.7032, -11.9010], [8.4576, -1.3236, -13.5209], [9.4394, 0.3868, -11.4175], [6.6049, 0.1728, -11.8917], [8.0440, -2.0513, -10.7602], [2.7271, 1.9174, 6.7420], [2.0588, 2.0065, 8.3753], [4.4718, 1.6861, 6.8267], [1.9871, 0.5565, 5.8889], [2.3689, 3.4095, 5.8715], [4.8235, 4.5635, -1.0108], [4.1500, 3.0776, -1.6876], [6.4656, 4.7922, -1.6026], [3.8214, 5.9375, -1.5050], [4.8350, 4.4583, 0.7551], [5.3200, 3.7658, -6.2328], [4.9957, 5.1459, -5.1748], [7.0599, 3.6033, -6.4785], [4.6961, 2.2984, -5.4711], [4.5278, 4.0187, -7.7894]],
  "homo_energy_ev": -12.18,
  "total_energy_ev": -801020.7006,
  "total_charge": 1,
  "fmax_ha_per_bohr": 0.0198
}

=====

No. 4
{
  "formula": "H6IO3",
  "method": "ωB97M-V/def2-TZVPD",
  "elements": ["I", "O", "H", "H", "O", "H", "H", "O", "H", "H"],
  "positions_angstrom": [[-0.6668, 0.8718, 1.0306], [2.2349, 0.0204, 3.1497], [1.4611, 0.2442, 2.5968], [1.8432, -0.3693, 3.9366], [0.9861, 0.7693, -2.2091], [0.4487, 0.5204, -2.9675], [0.3527, 0.7830, -1.4598], [-2.6053, -0.9494, -1.4740], [-2.1611, -0.3705, -0.8240], [-1.8935, -1.5199, -1.7794]],
  "homo_energy_ev": -4.38,
  "total_energy_ev": -14343.8466,
  "e_above_lowest_ev": 0.135,
  "total_charge": -1,
  "fmax_ha_per_bohr": 0.0080
}